C21H21N5O4S4SbW as an isolated structure. Source: the Open Molecules 2025 dataset; level of theory: the ωB97M-V functional and the def2-TZVPD basis.

Results
Energy above the lowest of the compared OMol25 structures with the same formula, charge and spin = 0.0 kJ/mol
Expectation value of S² = 0.90
DFT total energy = -3287.76632 Ha

Structure (ORCA input):
```
! RIJCOSX wB97M-V def2-TZVPD def2/J DEFGRID3
* xyz 0 2
C -3.443 1.398 2.238
H -2.773 2.214 -4.454
C -0.224 3.053 3.100
H -4.564 3.736 4.423
O 0.117 1.311 -2.274
W -1.646 -0.474 -0.281
O 2.212 0.511 0.773
C 2.813 -3.488 2.548
S -0.283 -5.403 -0.246
C -1.606 2.773 3.059
H -5.433 0.561 -2.188
H 4.387 -4.070 -0.926
N -1.114 0.872 -1.884
S 2.079 -0.923 -3.113
S -1.519 -2.067 -1.931
C 0.099 1.302 1.538
S -1.744 -2.182 1.460
H -5.049 2.198 -2.739
C 2.318 -2.136 -1.951
C -1.861 2.164 -3.862
H -1.546 3.182 -3.627
C 0.635 2.303 2.358
H -2.164 4.302 4.470
H 2.360 -3.321 3.516
C -4.707 1.162 -2.733
O -3.679 -0.476 -0.154
N -3.160 0.542 -0.885
H -1.067 1.707 -4.450
N 1.963 -3.405 -2.213
C 2.579 -2.587 1.521
H 1.706 2.441 2.360
H 3.008 -0.885 -0.553
C -3.858 3.182 3.819
H 1.816 -4.062 -1.454
N 2.910 -1.868 -0.778
H 4.769 -5.700 0.896
H 1.937 -1.732 1.678
C 4.154 -4.827 1.075
C -2.533 3.499 3.844
C -4.308 2.113 3.017
N -1.186 1.023 1.435
C -2.069 1.727 2.225
H 1.401 -3.526 -3.037
C -2.095 1.374 -2.623
H -5.357 1.848 3.023
C 3.595 -4.612 2.326
H 0.775 0.561 -2.223
C 3.139 -2.807 0.270
H -3.798 0.570 1.645
H 3.763 -5.323 3.125
H 0.135 3.854 3.735
C -3.370 1.028 -2.097
O 0.348 -0.373 -0.064
H -4.671 0.813 -3.765
Sb -1.902 -3.853 -0.268
C 3.939 -3.920 0.048
C 1.007 0.451 0.695
*
```